# C2H4NO3P

A structure of composition C2H4NO3P at a distorted geometry (wB97M-V/def2-TZVPD, OMol25).

Geometry as XYZ:
```
11
Properties=species:S:1:pos:R:3:forces:R:3
C -1.31668 0.80299 0.43333 -0.229 0.603 -1.121
C -1.17733 0.95208 -1.07852 0.915 -1.942 0.816
N -0.19522 0.32998 -1.57947 -0.155 0.725 2.027
O -2.20504 1.33459 1.00595 -1.555 0.832 0.574
O 2.03063 0.23997 -0.02020 1.537 1.211 0.238
O -0.39350 0.11150 0.97170 2.020 -1.294 0.425
P 0.86141 -0.60457 -0.02037 -1.233 -1.432 -0.313
H 1.91750 -2.17699 1.90391 0.702 -1.234 0.770
H -2.05300 1.39531 -1.43231 -0.834 1.330 -1.640
H 0.27564 0.40434 -2.45488 -0.527 0.041 -1.105
H 2.25559 -2.78922 2.27087 -0.640 1.159 -0.673
```
Positions in Å, forces in eV/Å.

Frontier orbital gap ... 8.496 eV
Lowest unoccupied orbital energy ... -1.25 eV
Charge ... 0

---

# C2H3ClN2

A cluster of 2 separate species, C2H3ClN2 in total at a distorted geometry (wB97M-V/def2-TZVPD, OMol25).

Geometry as XYZ:
```
8
Properties=species:S:1:pos:R:3:forces:R:3
C 3.07854 3.06721 0.40516 -1.660 -0.420 -1.502
C 0.24429 0.29299 -0.12868 -0.540 -2.060 0.622
N 1.13903 0.99335 -0.37421 -1.791 -1.913 2.034
N -0.59694 -0.58630 0.28446 -2.000 1.573 0.354
Cl 4.17417 3.42391 1.32126 2.131 0.795 1.738
H 1.42523 1.71664 -0.91828 1.112 2.109 -2.284
H -1.59169 -0.40906 0.55662 0.984 1.294 -0.350
H -0.60098 -1.57258 0.40885 1.763 -1.379 -0.613
```
Positions in Å, forces in eV/Å.

Frontier orbital gap ... 8.583 eV
Lowest unoccupied orbital energy ... -11.98 eV
Charge ... +2

---

# C15H18ClSi

A cluster of 2 separate species, C15H18ClSi in total (wB97M-V/def2-TZVPD, OMol25).

Geometry as XYZ:
```
35
Properties=species:S:1:pos:R:3:forces:R:3
H 0.16353 -0.47881 -2.37688 -0.110 0.218 0.251
Si 0.12047 -1.68390 -3.21750 0.198 -0.429 -0.631
Cl 2.12947 -2.19410 -3.47321 -0.216 0.065 0.116
C -0.71221 -3.10524 -2.33148 0.248 0.494 -0.189
C -0.60117 -1.30598 -4.90291 0.233 -0.094 0.591
H -1.75242 -2.86497 -2.13187 -0.226 -0.039 0.042
H -0.66877 -3.99752 -2.94978 -0.023 -0.123 -0.036
H -0.20671 -3.30925 -1.39154 0.037 -0.101 0.135
H -1.63896 -1.00084 -4.80245 -0.182 0.060 -0.052
H -0.04183 -0.50746 -5.38296 0.031 0.082 -0.052
H -0.55407 -2.18978 -5.53300 -0.010 -0.107 -0.085
C 0.11458 0.22048 0.98451 0.159 0.391 0.348
C -1.16395 0.73543 1.32836 -0.021 0.068 0.095
C -2.28702 0.16577 0.68514 0.287 -0.135 -0.094
C -3.56099 0.61439 0.93087 -0.226 -0.199 -0.205
C -3.77388 1.64534 1.82866 -0.087 -0.092 -0.114
C -2.70007 2.21910 2.48634 0.267 0.196 0.189
C -1.42178 1.77665 2.24701 0.018 0.083 0.058
C 1.44131 0.52969 1.38952 -0.094 0.057 0.069
C 2.49319 -0.19985 0.78715 -0.332 -0.106 -0.131
C 3.80749 0.04557 1.09767 0.201 -0.248 -0.222
C 4.13379 1.02795 2.01496 0.057 -0.137 -0.134
C 3.13139 1.75458 2.63205 -0.320 0.295 0.201
C 1.81229 1.51217 2.33438 0.012 0.102 0.121
H 0.07122 -0.56080 0.24402 -0.016 -0.283 -0.252
H -2.13160 -0.64015 -0.01273 0.042 -0.155 -0.167
H -4.39727 0.16486 0.41985 -0.066 -0.066 -0.054
H -4.77386 2.00393 2.01379 -0.126 0.028 0.025
H -2.87119 3.02415 3.18311 0.047 0.063 0.090
H -0.62214 2.24875 2.77582 0.064 0.144 0.115
H 2.24872 -0.96158 0.06564 -0.031 -0.161 -0.191
H 4.58624 -0.52594 0.61953 0.067 -0.074 -0.069
H 5.16610 1.22776 2.24844 0.172 0.020 0.040
H 3.39081 2.52282 3.34344 -0.039 0.049 0.094
H 1.06929 2.08681 2.84603 -0.016 0.135 0.097
```
Positions in Å, forces in eV/Å.

Frontier orbital gap ... 7.100 eV
Lowest unoccupied orbital energy ... -6.00 eV
Charge ... +1

---

# C4H8N2S

The molecule C4H8N2S at a distorted geometry (wB97M-V/def2-TZVPD, OMol25).

Geometry as XYZ:
```
15
Properties=species:S:1:pos:R:3:forces:R:3
C -0.27683 -1.75407 -1.00678 1.427 1.242 3.754
C 0.42676 0.12322 1.03844 -1.056 -1.269 -1.627
C 1.20059 -0.15785 2.09703 1.191 -2.015 1.066
C -1.12248 0.44217 0.88248 0.016 0.230 -0.468
H -0.00029 -2.52863 -0.04697 -1.426 1.988 -3.045
H -1.31801 -1.14773 -0.92708 2.612 -1.999 -0.600
H 0.18579 -2.08146 -1.93444 -0.960 -0.363 -0.157
H 2.09871 -1.11973 2.07156 -2.548 3.766 -0.194
H 0.96889 0.29166 3.09514 0.113 -0.816 -0.798
H -1.92598 -0.13761 1.46060 1.714 1.183 -0.157
H -1.58631 1.99864 -1.89043 2.184 -1.415 1.802
H -0.02348 1.34613 -1.47735 3.481 -0.980 -0.159
N -1.69348 1.05534 -0.13294 3.016 -1.042 0.116
N -0.90970 1.49660 -1.19568 -8.063 3.052 -0.266
S 1.15342 -0.40036 -0.56986 -1.700 -1.564 0.731
```
Positions in Å, forces in eV/Å.

Frontier orbital gap ... 8.811 eV
Lowest unoccupied orbital energy ... 0.30 eV
Charge ... 0

---

# C4H7NO

The molecule C4H7NO at a distorted geometry (wB97M-V/def2-TZVPD, OMol25).

Geometry as XYZ:
```
13
Properties=species:S:1:pos:R:3:forces:R:3
O -1.13804 -1.15975 -0.88871 -0.166 -0.111 0.232
C 0.26448 -0.97401 -0.83442 0.355 0.046 -0.030
C 0.64143 0.48631 -0.56293 0.024 0.026 -0.062
C -0.22010 1.11958 0.53885 -0.033 0.066 -0.003
C -0.27411 0.29208 1.74959 -0.039 -0.591 0.783
N -0.32999 -0.40616 2.67097 0.067 0.658 -0.894
H -1.43461 -1.43183 -0.01025 -0.023 0.043 -0.218
H 0.66700 -1.27728 -1.80653 -0.015 0.031 0.155
H 0.71682 -1.62155 -0.07150 -0.112 0.085 -0.093
H 0.49922 1.08451 -1.46920 0.014 -0.076 0.113
H 1.70309 0.54199 -0.29420 -0.151 -0.026 -0.052
H -1.24581 1.23171 0.17414 0.126 -0.005 0.087
H 0.15060 2.11440 0.80418 -0.047 -0.145 -0.019
```
Positions in Å, forces in eV/Å.

Frontier orbital gap ... 11.553 eV
Lowest unoccupied orbital energy ... 0.80 eV
Charge ... 0

---

# H2N2O3

A cluster of 2 separate species, H2N2O3 in total at a distorted geometry (wB97M-V/def2-TZVPD, OMol25).

Geometry as XYZ:
```
7
Properties=species:S:1:pos:R:3:forces:R:3
N -2.68968 0.04061 0.14855 -0.881 0.741 -1.692
N -2.65712 -0.54161 1.07057 0.218 -1.953 3.252
O -2.81234 0.62042 -0.84495 -0.037 1.191 -1.597
O -0.10528 -0.30652 -0.87806 1.274 1.489 -2.480
O -0.15471 0.32860 0.38202 0.670 1.567 0.218
H -0.38561 -0.38826 0.95672 -0.038 -0.867 0.462
H 0.30274 0.45031 -1.46872 -1.206 -2.168 1.836
```
Positions in Å, forces in eV/Å.

Frontier orbital gap ... 11.018 eV
Lowest unoccupied orbital energy ... 0.92 eV
Charge ... 0

---

# C2H2NO2P

A structure of composition C2H2NO2P at a distorted geometry (wB97M-V/def2-TZVPD, OMol25).

Geometry as XYZ:
```
8
Properties=species:S:1:pos:R:3:forces:R:3
C -0.21681 -0.74317 0.53406 0.762 -1.068 -1.870
C 0.37762 0.06016 -0.63764 1.688 -1.756 -1.995
N -0.90492 0.09696 1.33891 -1.208 -0.286 2.461
O -0.07991 -1.92915 0.65854 0.052 -0.111 0.163
O -0.04192 1.39377 -0.47275 0.042 0.880 -0.344
P -0.88459 1.57112 0.92857 0.386 0.596 -1.263
H 1.50379 -0.03291 -0.63084 -0.944 0.506 0.617
H 0.24674 -0.41677 -1.71885 -0.780 1.241 2.231
```
Positions in Å, forces in eV/Å.

Frontier orbital gap ... 9.137 eV
Lowest unoccupied orbital energy ... -1.09 eV
Charge ... 0

---

# C24H22FNO2

The molecule C24H22FNO2 (wB97M-V/def2-TZVPD, OMol25).

Geometry as XYZ:
```
50
Properties=species:S:1:pos:R:3:forces:R:3
C -1.86222 1.64059 -4.63659 0.069 -0.053 0.006
C -2.23130 1.10423 -3.28848 -0.084 -0.052 -0.005
C -2.78276 -0.16370 -3.15894 0.041 0.104 -0.066
C -3.08802 -0.68184 -1.91355 -0.026 0.051 0.143
C -2.85820 0.06126 -0.76510 -0.067 -0.086 -0.055
C -2.31298 1.33335 -0.89049 -0.031 -0.062 0.030
C -2.00417 1.84602 -2.13574 -0.004 -0.016 0.005
H -1.58135 2.83793 -2.21592 0.028 0.113 -0.022
H -2.13122 1.91991 -0.00091 0.022 0.086 0.113
C -3.11714 -0.50264 0.60824 -0.211 0.159 0.140
N -1.87277 -0.58473 1.35255 -0.215 -0.200 -0.003
C -1.63420 0.31239 2.34279 -0.153 -0.115 0.080
O -2.51080 1.02707 2.80032 -0.023 0.289 0.094
C -0.22320 0.39717 2.81204 0.375 0.169 0.176
C 0.69875 -0.59394 2.48582 0.181 -0.124 0.021
C 2.03627 -0.41492 2.82768 -0.106 0.122 0.084
C 2.42862 0.71508 3.53824 0.105 -0.295 -0.101
C 1.49593 1.67125 3.89856 -0.017 0.043 -0.039
C 0.17414 1.52390 3.52115 -0.172 -0.033 -0.034
H -0.56834 2.26898 3.76255 -0.068 0.046 0.025
H 1.80656 2.53801 4.46225 0.025 0.074 0.040
H 3.46779 0.83311 3.80929 0.105 -0.015 0.027
O 2.96510 -1.36571 2.44409 -0.255 0.034 0.488
C 3.82964 -0.93097 1.40017 0.099 0.093 -0.367
C 3.06206 -0.71025 0.11941 0.144 -0.046 0.174
C 2.42189 0.50237 -0.11423 0.084 -0.093 -0.119
C 1.64707 0.68805 -1.24579 -0.077 -0.033 -0.222
C 1.52458 -0.35569 -2.14469 0.083 -0.001 0.104
C 2.14630 -1.57370 -1.93746 -0.165 0.068 -0.163
C 2.90984 -1.74411 -0.79689 0.001 0.175 0.072
H 3.39543 -2.69169 -0.61685 0.060 -0.118 0.019
H 2.02789 -2.36602 -2.65935 -0.027 -0.065 -0.099
F 0.78290 -0.18163 -3.25763 0.069 -0.017 0.092
H 1.14009 1.62074 -1.43481 -0.072 0.094 -0.049
H 2.52712 1.31125 0.59357 0.010 0.087 0.083
H 4.35090 -0.00991 1.69243 -0.033 -0.135 0.014
H 4.55826 -1.73632 1.28580 -0.019 0.141 -0.010
C 0.19739 -1.81263 1.77696 -0.052 0.043 -0.218
C -0.82797 -1.37827 0.74098 0.437 -0.177 -0.064
H -1.29826 -2.25204 0.28079 0.031 0.069 0.004
H -0.33186 -0.80471 -0.05545 -0.058 -0.147 0.051
H 1.01817 -2.35111 1.30405 -0.089 0.020 0.020
H -0.27350 -2.47857 2.50663 0.004 -0.048 -0.029
H -3.78046 0.15193 1.18029 0.045 -0.188 -0.097
H -3.56520 -1.49931 0.53978 0.009 0.082 -0.012
H -3.51206 -1.67344 -1.83452 -0.032 -0.108 0.030
H -2.96673 -0.75526 -4.04423 -0.023 -0.062 -0.109
H -1.80415 2.72630 -4.62287 0.007 0.069 -0.061
H -2.58631 1.33340 -5.38794 -0.024 0.027 -0.091
H -0.88753 1.24884 -4.92798 0.069 0.033 -0.100
```
Positions in Å, forces in eV/Å.

Frontier orbital gap ... 9.439 eV
Lowest unoccupied orbital energy ... 0.66 eV
Charge ... 0

---

# C4H8N3

A structure of composition C4H8N3 at a distorted geometry (wB97M-V/def2-TZVPD, OMol25).

Geometry as XYZ:
```
15
Properties=species:S:1:pos:R:3:forces:R:3
C 0.28338 0.18586 -0.63890 -2.517 0.776 1.659
C -0.14340 0.42647 1.27084 -1.380 -2.893 2.869
C -1.01340 1.63414 -0.99398 -1.556 -3.292 0.334
C 1.09446 -1.83918 0.64212 2.656 -1.268 -0.652
N -0.14400 1.26128 0.12384 1.470 0.691 -1.563
N 0.37023 -0.68530 0.39868 -0.381 2.583 -0.822
N -0.41649 0.49341 -1.75486 0.895 -0.435 -0.330
H 0.51830 0.71898 2.12637 -0.489 -0.001 -0.921
H -1.14699 0.00541 1.70632 1.495 1.322 -0.940
H -2.08573 1.46978 -0.87735 0.113 0.150 0.227
H -0.74858 2.52942 -1.35672 0.600 3.405 -1.314
H 1.64486 -1.72374 1.60230 -0.380 -0.395 -0.604
H 0.42689 -2.70263 0.63026 0.472 -0.202 0.082
H 1.88264 -1.84430 -0.20258 -1.122 -0.776 1.485
H -0.52215 0.07039 -2.67634 0.121 0.335 0.491
```
Positions in Å, forces in eV/Å.

Frontier orbital gap ... 10.125 eV
Lowest unoccupied orbital energy ... -4.36 eV
Charge ... +1

---

# C6H10

The molecule C6H10 at a distorted geometry (wB97M-V/def2-TZVPD, OMol25).

Geometry as XYZ:
```
16
Properties=species:S:1:pos:R:3:forces:R:3
C 2.02010 -0.38426 0.04196 0.029 -0.095 -0.204
C 0.58901 0.02624 -0.19915 -0.805 0.069 -2.940
C -0.50785 -1.02114 -0.00864 0.171 -0.251 0.509
C -1.71228 -0.11329 -0.09622 -0.222 -0.164 -3.099
C -1.29823 1.16767 0.49592 0.740 0.406 0.414
C 0.04086 1.24777 0.44225 -0.602 0.274 0.304
H 2.16501 -0.78006 1.05310 -0.153 0.112 -0.055
H 2.71384 0.45049 -0.09037 -0.055 -0.110 -0.074
H 2.27516 -1.18238 -0.65771 0.207 0.062 0.044
H 0.30617 0.23591 -1.42502 1.469 -0.231 2.468
H -0.51010 -1.78224 -0.80188 0.080 0.154 0.333
H -0.46377 -1.51158 0.95944 0.220 -0.103 0.359
H -2.68397 -0.54116 0.16358 0.164 0.200 -0.217
H -1.58193 0.09838 -1.28817 -1.337 -0.249 1.955
H -1.98610 1.96274 0.75179 0.085 -0.031 0.128
H 0.63409 2.12689 0.65914 0.009 -0.041 0.075
```
Positions in Å, forces in eV/Å.

Frontier orbital gap ... 10.048 eV
Lowest unoccupied orbital energy ... 1.23 eV
Charge ... 0